Molecular formula: C82H132F16N20O36S16
Method: DFT, the ωB97M-V functional and the def2-TZVPD basis

Geometry as XYZ:
```
302
Properties=species:S:1:pos:R:3:forces:R:3:lowdin_charge:R:1
C -4.90711 -2.48598 1.39139 0.3344 0.2640 -1.2013 -0.01
C -5.95622 -3.18013 0.54673 -0.5691 -0.2752 0.6801 -0.44
C -5.35962 -4.27921 -0.32930 0.7435 -0.2733 -0.1174 -0.13
C -6.34961 -5.20079 -0.98010 -1.2573 -0.0757 -1.2068 -0.19
C -7.22016 -5.93770 0.02704 1.5107 0.0272 0.8104 -0.13
C -8.08268 -4.99141 0.87504 0.1856 0.0783 -1.1182 -0.33
N -6.97329 -3.87288 1.44240 -1.3587 -0.4903 4.1562 0.07
O -7.01904 -3.67128 2.67332 0.5892 -0.3507 -5.0495 0.17
C -8.61012 -5.72258 2.10262 1.1937 0.1459 -0.2224 -0.02
C -9.13649 -4.23186 -0.03501 0.2574 -1.3386 1.5586 0.03
C -6.78411 -2.15263 -0.23017 1.4043 0.2385 -1.2532 0.01
H -4.49029 -3.17979 2.07979 0.3414 -0.3891 0.9303 0.08
H -5.19343 -1.53555 1.82716 -0.3954 -0.1188 0.3252 0.09
H -4.10576 -2.22276 0.68699 -0.1544 -0.0833 0.0631 0.10
H -4.67879 -4.95241 0.23605 -0.1682 0.7061 0.1118 0.15
H -4.74638 -3.76911 -1.09163 -0.2746 -0.1857 0.2292 0.12
H -5.76693 -5.88386 -1.61188 -0.4119 0.0350 0.2169 0.12
H -7.04788 -4.67346 -1.66716 0.7702 -0.1174 0.1303 0.11
H -6.52774 -6.44532 0.71360 -0.1271 -0.1057 0.1124 0.13
H -7.80345 -6.75069 -0.39938 -0.4065 0.3067 -0.1691 0.14
H -8.93250 -6.73489 1.80097 -0.3732 0.7099 0.0922 0.12
H -9.30934 -5.13195 2.67271 -0.5497 -0.1671 0.0292 0.09
H -7.74011 -5.88811 2.74902 -0.2642 -0.1609 0.0421 0.09
H -9.02279 -3.20480 0.16956 -0.4864 1.2606 0.1739 0.05
H -10.13856 -4.58499 0.24856 0.3391 0.2269 -0.0269 0.11
H -9.00321 -4.37554 -1.09295 0.2896 -0.2734 -0.2778 0.08
H -7.29659 -2.53260 -1.12514 0.0097 -0.0205 0.5286 0.08
H -5.99216 -1.45881 -0.62066 -0.9030 -0.2357 0.4093 0.09
H -7.43339 -1.66411 0.47244 -0.3765 0.6052 0.0208 0.09
C 1.88323 -6.80751 -4.08303 -0.7561 0.1290 0.6946 0.03
C 0.56418 -7.34673 -3.43043 0.3856 -0.4071 -0.1319 -0.39
C 0.77614 -7.99766 -1.99805 -1.0835 0.9904 0.0625 -0.08
C 1.16858 -6.95520 -0.94607 1.4206 -0.2431 0.2035 -0.16
C 0.17622 -5.82987 -0.85439 -2.3760 -1.7172 0.8020 -0.13
C -0.18006 -5.11609 -2.15855 1.5599 1.1064 0.5965 -0.40
N -0.39142 -6.21107 -3.18046 -5.2424 -0.6336 -2.3077 0.09
O -1.55628 -6.32031 -3.71711 5.5486 0.9740 2.6569 0.18
C 0.90585 -4.02928 -2.56590 -0.7781 -1.9496 -0.4534 0.02
C -1.42479 -4.32730 -1.92764 -1.6734 -2.1649 -1.7594 -0.03
C -0.12862 -8.42207 -4.29864 1.2764 1.8840 -1.2975 0.00
H 2.55912 -7.63619 -4.18692 0.2771 -0.4854 0.0986 0.11
H 2.38439 -6.02695 -3.51254 -0.0631 -0.1674 0.0877 0.07
H 1.71532 -6.41940 -5.07487 -0.3219 0.0402 -0.1668 0.05
H 1.47218 -8.80767 -2.15142 0.4998 -0.0245 0.0943 0.13
H -0.17981 -8.48387 -1.70659 0.3650 0.3159 -0.1908 0.13
H 2.15307 -6.57813 -1.17316 0.5033 0.3068 -0.3060 0.11
H 1.34438 -7.41340 0.03895 -0.4599 -0.0078 -0.2399 0.14
H 0.24731 -5.08665 -0.04486 0.7888 -0.2313 -0.5061 0.13
H -0.77863 -6.38352 -0.57024 0.6106 0.6398 -0.2481 0.14
H 0.79796 -3.20284 -1.91140 -0.4537 0.6023 0.8369 0.05
H 0.59979 -3.72407 -3.55994 0.7427 0.0638 -0.3055 0.06
H 1.91651 -4.37315 -2.40606 0.2745 -0.1209 -0.5599 0.07
H -1.31465 -3.65979 -1.12612 0.3412 1.1169 0.7993 0.09
H -2.24392 -5.02057 -1.69635 -0.0146 0.1564 0.1699 0.09
H -1.71946 -3.91664 -2.88428 -0.1890 0.8372 -0.0247 0.09
H -1.01407 -8.71619 -3.79660 -0.6873 -0.9302 0.2619 0.07
H 0.63205 -9.17495 -4.52262 -0.3969 -0.2668 0.5121 0.11
H -0.39838 -8.02578 -5.30262 0.0321 -0.0351 0.6880 0.11
C 0.48399 5.21269 0.43591 -2.1766 -0.3962 0.0770 -0.05
C 1.05714 5.72032 1.68671 -0.8950 -0.0194 0.3373 -0.22
N 2.45611 5.95928 1.56957 2.4705 1.2308 2.2574 -0.26
C 3.11799 4.77289 1.05747 0.9891 -0.5457 -1.1838 -0.03
C 2.80605 7.19347 0.75299 -0.1341 0.2960 -0.0044 -0.12
C 4.24646 7.66480 0.92673 0.1194 -0.1244 -0.7494 -0.05
C 3.04372 6.08265 3.00510 0.7453 -1.0880 0.1777 -0.08
C 2.32337 6.88650 4.04252 -0.7261 -0.2553 -0.8198 -0.21
O 2.46667 8.20252 3.62660 0.4322 0.4103 -0.2741 -0.19
C 1.71025 9.10274 4.38967 -0.0092 0.3463 -0.5648 -0.07
H 0.69915 4.17712 0.29048 0.5622 -0.6136 -0.5482 0.07
H 0.55618 5.80453 -0.45129 0.3636 0.3216 -0.5169 0.10
H -0.56922 5.18085 0.67870 -0.6373 0.0388 -0.3462 0.10
H 0.94723 4.93265 2.44025 -0.2443 0.4349 0.1999 0.13
H 0.60366 6.65404 2.00003 -0.2717 -0.0270 0.1942 0.15
H 3.04523 4.79146 -0.03163 -0.0239 -0.3194 0.1217 0.12
H 2.69103 3.86513 1.47144 -0.2056 0.1590 -0.0264 0.09
H 4.16014 4.77175 1.34653 0.1259 0.1610 -0.1098 0.06
H 2.13637 7.99558 1.07541 0.0648 -0.2419 0.1785 0.14
H 2.54173 6.99678 -0.28432 0.1433 -0.3378 -0.0053 0.13
H 5.01721 6.88950 0.81228 -0.4279 -0.0521 0.3851 0.06
H 4.32580 8.17146 1.88699 0.3444 0.1106 -0.2438 0.08
H 4.48863 8.34074 0.09572 -0.3291 0.2234 0.3882 0.10
H 4.06659 6.43905 2.85797 -0.2810 -0.1742 0.2459 0.11
H 3.09188 5.05975 3.40209 0.0117 0.0843 -0.4057 0.11
H 2.78965 6.68526 5.03477 -0.2963 0.0843 -0.4722 0.15
H 1.24371 6.58566 4.04647 0.6625 0.1873 0.5084 0.13
H 2.04232 9.05953 5.41235 -0.3219 -0.0730 0.7206 0.09
H 0.65985 8.86876 4.21812 -0.2494 0.1880 0.5555 0.10
H 1.92715 10.09897 4.02405 -0.0667 0.1555 -0.1218 0.10
C -1.93841 -0.05484 9.54799 -0.5706 -1.5888 -0.8906 -0.04
C -2.42128 -0.29561 8.08995 -0.5079 0.9984 1.3705 -0.14
N -1.48879 -1.06931 7.24163 2.0104 2.1314 -0.2962 -0.29
C -0.04683 -0.65732 7.55812 -0.9498 -0.2319 -1.5740 0.05
C -1.70349 -2.42482 7.52756 1.1211 -4.1110 0.2369 -0.19
C -0.67980 -3.45036 6.90324 -0.0970 1.9863 0.0566 -0.02
C -1.57490 -0.74881 5.81315 -0.5541 0.3192 -1.8800 -0.12
C -2.82662 -1.09783 5.05849 0.1962 -0.8325 0.7102 -0.20
O -3.92311 -0.47899 5.69005 0.8928 -0.4520 -0.0831 -0.17
C -5.04468 -0.49240 4.87093 -0.6724 -0.9215 -0.5643 -0.09
H -2.83921 0.22674 10.04946 -0.3353 0.8125 0.5314 0.09
H -1.12819 0.63572 9.64439 0.1529 0.7082 0.0059 0.07
H -1.65212 -0.96447 10.07732 0.1229 -0.1944 -0.2138 0.08
H -2.66136 0.68140 7.66742 0.3433 -0.1699 -0.4134 0.14
H -3.34748 -0.86329 8.07780 -0.0501 0.1326 0.1557 0.13
H 0.24902 -1.04876 8.49692 0.1230 -0.0886 1.0119 0.10
H -0.13991 0.42556 7.49928 0.8622 0.0193 0.0867 0.11
H 0.55392 -1.13452 6.76139 -0.0451 0.8014 0.4826 0.09
H -2.71622 -2.68534 7.23967 -0.1581 -0.0762 0.1833 0.14
H -1.53761 -2.53273 8.59754 -0.6020 -0.0639 0.1411 0.13
H 0.35692 -3.12237 7.14802 -0.7409 -0.6087 -0.1661 0.08
H -0.75427 -3.49684 5.81158 0.0079 -0.2446 0.2970 0.07
H -0.88810 -4.39317 7.37607 0.0488 -0.4730 -0.0668 0.09
H -0.75515 -1.20212 5.25355 0.1375 -0.0643 0.3920 0.11
H -1.49749 0.32057 5.69874 0.2883 0.4764 0.3335 0.11
H -2.93139 -2.19164 4.91343 -0.4129 0.1350 0.5366 0.14
H -2.61414 -0.78423 4.04382 -0.2922 0.7509 -0.4394 0.13
H -5.20932 -1.51510 4.46657 0.0343 0.3939 0.0385 0.09
H -4.91309 0.20254 4.04607 -0.1818 0.2062 -0.2021 0.09
H -5.91241 -0.25864 5.46826 -0.1936 0.3474 0.0976 0.10
C 3.58249 4.46605 13.25170 -1.1689 0.4775 -0.2737 0.05
N 3.88036 3.76841 11.98614 0.8608 -0.0717 0.9128 -0.09
C 5.09069 3.19441 11.86441 0.0187 -0.1111 -1.1461 0.04
C 5.46603 2.59600 10.65394 -0.5507 1.4908 1.4927 0.07
C 4.55582 2.67191 9.60910 0.8985 -1.0484 -0.7228 -0.12
C 3.32562 3.26842 9.77987 -0.6983 -0.2315 -0.5330 0.05
C 3.00204 3.77616 10.99154 -0.8956 0.5728 0.3100 0.01
C 4.91566 1.95068 8.34765 0.2650 1.3251 -0.3131 -0.15
C 5.15553 2.63851 7.14291 -0.5609 0.5282 1.1289 0.04
C 5.47638 1.91955 6.03521 0.6080 -1.0470 -0.1464 0.03
N 5.59124 0.55179 6.09758 -0.9958 0.3472 0.5573 -0.04
C 5.31305 -0.11397 7.24471 0.9458 0.2406 -0.5777 0.04
C 5.05119 0.59016 8.41099 -0.5616 -0.6072 -0.8282 0.04
C 5.84371 -0.22642 4.85688 -0.1263 0.3517 -0.1043 0.05
H 2.55326 4.19740 13.56788 0.8151 -0.0164 0.0620 0.12
H 3.58526 5.55291 13.06458 0.2143 -0.4569 0.1313 0.13
H 4.35028 4.17761 13.94932 -0.1260 0.0846 0.4716 0.10
H 5.74508 3.28422 12.71737 0.0727 -0.1335 -0.0019 0.15
H 6.49153 2.28565 10.57901 0.0718 -0.5420 -0.2691 0.14
H 2.56411 3.27628 9.00981 0.3312 0.0180 -0.0023 0.10
H 2.01656 4.20212 11.19127 0.4084 -0.0155 0.0349 0.17
H 5.01349 3.73503 7.10930 0.2720 -0.8564 -0.2144 0.16
H 5.69640 2.39520 5.09727 -0.0487 -0.0948 -0.4338 0.11
H 5.42741 -1.19997 7.17607 -0.2413 0.4266 0.2027 0.16
H 4.77494 0.08618 9.31166 0.2053 -0.4751 0.3565 0.14
H 6.27165 -1.19185 5.12335 0.1913 0.2372 -0.1156 0.12
H 6.47117 0.39241 4.22428 0.2931 -0.2658 -0.0468 0.10
H 4.91257 -0.39281 4.31468 -0.0645 0.0846 0.2265 0.09
C 2.48130 1.07637 2.25439 -0.8055 -0.7598 -0.0891 0.04
N 1.77927 0.63027 1.01619 -0.4662 -0.2919 0.6601 -0.02
C 2.29146 -0.34924 0.27351 0.9098 0.2630 -0.2063 0.00
C 1.68172 -0.76991 -0.87534 -0.7688 0.1371 0.1016 0.05
C 0.41751 -0.26261 -1.16741 -0.8836 -0.2254 -0.0599 -0.10
C -0.22611 0.57992 -0.27606 0.4859 0.8744 0.6264 0.05
C 0.53139 1.05427 0.76966 -0.6291 0.2849 0.5329 0.01
C -0.26981 -0.57579 -2.43452 -0.1314 -0.0887 0.7824 -0.14
C 0.57806 -0.79635 -3.47056 0.1473 -0.6044 -1.4493 0.03
C 0.06928 -1.15513 -4.70234 -1.3006 0.7124 1.3963 0.03
N -1.29857 -1.19575 -4.88334 3.6808 -0.4246 -0.9530 -0.02
C -2.09285 -0.97638 -3.87103 -2.2696 0.1355 0.3244 -0.02
C -1.64484 -0.67324 -2.61764 1.3560 0.1286 0.1547 0.06
C -1.73458 -1.35794 -6.28281 -0.6181 -0.1314 0.3025 0.05
H 2.07643 0.50295 3.09393 -0.0398 0.0280 -0.2053 0.08
H 2.28819 2.12243 2.42960 0.0717 0.2128 -0.0714 0.07
H 3.52313 0.84688 2.13899 0.2336 0.1676 -0.0021 0.05
H 3.27302 -0.68594 0.53534 0.2284 -0.1944 0.2188 0.11
H 2.18817 -1.47886 -1.50484 0.2239 -0.1869 -0.0359 0.10
H -1.21762 1.02093 -0.43533 0.4923 -0.5293 0.1304 0.09
H 0.14087 1.76394 1.48491 -0.0256 0.1325 -0.0465 0.13
H 1.63461 -0.74404 -3.26215 0.2171 -0.0746 -0.6612 0.11
H 0.69953 -1.42390 -5.50515 0.1549 -0.0663 -0.7925 0.05
H -3.14930 -1.04712 -4.10212 -0.0158 0.1078 0.0942 0.12
H -2.28751 -0.49690 -1.79648 -0.9415 0.0439 0.4293 0.10
H -1.87318 -0.35443 -6.66245 -0.0399 0.0165 -0.2990 0.08
H -2.64790 -1.92612 -6.31278 -0.4359 -0.0327 0.1091 0.09
H -0.99496 -1.90309 -6.84630 0.3522 0.1151 0.0104 0.08
C 3.94752 -1.19045 -7.90226 0.2588 -0.2845 -0.2108 0.05
N 4.54061 -0.09962 -7.10992 -0.5302 0.5571 1.0180 -0.02
C 3.73807 0.49815 -6.20294 0.3711 -0.0532 0.3074 0.01
C 4.20654 1.51840 -5.40148 -0.5076 0.0383 0.5044 0.05
C 5.50002 1.96367 -5.51462 0.7500 -0.4304 -0.2225 -0.13
C 6.34194 1.25544 -6.38964 0.1430 1.4433 0.6882 0.05
C 5.83150 0.28806 -7.18277 -0.2403 -1.0141 -0.5486 0.02
C 6.03401 3.05656 -4.66494 0.7673 0.4773 0.0551 -0.09
C 6.71078 4.15886 -5.22949 -0.7787 -0.5616 1.5655 0.07
C 7.29379 5.05683 -4.34530 0.4706 -0.1766 -1.2829 -0.01
N 7.34008 4.84615 -3.02420 0.8927 0.6176 -0.0254 -0.06
C 6.66980 3.80024 -2.47970 1.4434 0.9185 0.9722 0.02
C 5.99557 2.92474 -3.26162 -0.9001 -0.4379 -1.3841 0.05
C 8.32334 5.72486 -2.23085 -1.3487 -0.6902 0.7890 0.07
H 3.42069 -0.74870 -8.74247 0.0263 -0.0458 -0.0647 0.10
H 3.25327 -1.75990 -7.28283 0.0928 0.2129 -0.0331 0.08
H 4.74454 -1.84025 -8.22735 0.1615 -0.1906 -0.1896 0.11
H 2.71912 0.14257 -6.05615 0.4544 -0.2159 -0.3710 0.12
H 3.55925 1.90535 -4.61988 -0.1595 0.1104 -0.3519 0.13
H 7.40853 1.44650 -6.45349 -0.1841 0.1469 0.0060 0.14
H 6.52181 -0.20102 -7.85209 -0.4402 -0.4463 -0.2681 0.16
H 6.75513 4.31696 -6.28846 0.0766 0.1075 -0.2889 0.14
H 7.85688 5.88308 -4.77814 -0.1474 -0.0060 0.5175 0.15
H 6.90216 3.68483 -1.42379 -0.6031 -0.2716 -0.0501 0.13
H 5.46765 2.05784 -2.89377 0.2548 0.0326 0.5346 0.10
H 8.83630 5.14901 -1.45532 -0.4259 -0.2824 -0.1828 0.11
H 7.79360 6.55617 -1.73010 0.1951 -0.4036 -0.5585 0.11
H 9.08450 6.04428 -2.90202 0.2962 0.4734 -0.6033 0.09
C -2.96751 2.19715 -8.47290 -0.7474 -0.0156 0.2796 0.07
N -4.22754 2.16231 -7.55678 2.9412 0.2196 -1.8936 -0.04
C -4.10733 2.72563 -6.35286 0.2396 -0.4307 0.3681 0.02
C -5.16332 2.62813 -5.49423 -1.0298 -0.1196 -0.5382 0.05
C -6.31069 1.97381 -5.95215 -0.8727 -0.9703 1.4179 -0.09
C -6.41063 1.46269 -7.24880 0.0907 -0.0061 0.5735 0.04
C -5.33294 1.60012 -8.06739 0.0226 0.6925 0.1995 0.01
C -7.44519 1.60875 -4.99572 0.2976 0.6537 -1.3593 -0.10
C -7.26078 1.58264 -3.63082 0.9607 -0.0876 0.5543 0.05
C -8.30118 1.29442 -2.78245 0.9638 0.4668 0.1486 0.02
N -9.46580 1.05054 -3.32917 -2.3806 -0.8065 2.4892 -0.07
C -9.67232 1.01140 -4.60950 -2.1606 0.6390 -2.6302 -0.02
C -8.71644 1.34540 -5.52402 1.2761 0.1734 1.1930 0.07
C -10.69113 0.85537 -2.44729 0.3884 0.7675 -0.6639 0.07
H -2.58167 1.19574 -8.74105 -0.4773 0.3349 0.6759 0.10
H -2.16879 2.79513 -7.99013 -0.6894 -0.2798 -0.3512 0.09
H -3.34213 2.62618 -9.39771 0.3653 0.3745 -0.0435 0.10
H -3.15678 3.16476 -6.01946 -0.2838 -0.2130 -0.5041 0.14
H -5.04531 3.06514 -4.52768 -0.1258 0.0440 0.5580 0.11
H -7.26004 0.88155 -7.57577 -0.0069 0.1834 -0.0875 0.13
H -5.36528 1.40215 -9.13031 0.3524 -0.4490 0.1194 0.16
H -6.28144 1.78078 -3.23186 0.1124 0.0252 0.3131 0.11
H -8.30957 1.31765 -1.70408 0.6006 0.0231 0.0119 0.15
H -10.73760 0.91680 -4.85837 0.6298 -0.2719 -0.2936 0.17
H -8.87969 1.52818 -6.55632 -0.6421 -0.2856 -0.5788 0.12
H -10.39583 0.97348 -1.42379 0.1732 0.0475 0.4321 0.09
H -11.11355 -0.11716 -2.60140 -0.0028 -0.5617 -0.1930 0.10
H -11.45179 1.61239 -2.69313 0.4769 -0.1914 -0.0087 0.12
N 0.29708 2.98090 6.03437 4.2293 -2.0773 1.8329 -0.29
S 1.84105 2.55949 5.85974 -2.0349 2.0328 0.1252 0.57
O 2.31326 2.60412 7.23940 0.3973 -0.5756 -2.2059 -0.31
O 2.54714 3.11476 4.72315 -0.0981 0.5196 1.5446 -0.28
F 1.86643 1.07664 5.37605 -0.4640 -1.0546 0.9366 -0.16
S -0.75860 3.16486 4.97739 -1.1929 0.5930 -1.2571 0.41
O -0.65073 4.39482 4.32041 -0.2201 2.2835 -0.9450 -0.26
O -2.00133 2.74856 5.51181 -0.5574 -0.7236 -0.3807 -0.25
F -0.31331 2.21428 3.77788 -0.2271 -1.2411 0.0528 -0.19
N 2.11484 -4.85603 -6.57799 0.1365 0.5174 0.8364 -0.30
S 3.12624 -5.39470 -7.58261 1.6696 -2.1016 -3.8870 0.48
O 3.92097 -6.22333 -6.78672 1.6611 -1.1431 0.8986 -0.24
O 3.72418 -4.67302 -8.67159 -0.6021 1.2374 1.5710 -0.25
F 2.21578 -6.36059 -8.44708 -0.4551 -0.1235 0.5597 -0.16
S 0.96461 -3.94094 -6.64989 -2.7151 3.4415 -3.5100 0.53
O 1.20096 -2.50160 -6.74813 0.8927 -2.1804 -0.8217 -0.37
O -0.04219 -4.24198 -5.72200 -1.6057 -0.9665 2.0975 -0.27
F 0.17953 -4.27095 -8.10943 1.3717 0.4150 1.7959 -0.20
N 0.73821 2.43421 -7.29658 -1.5114 -0.2544 3.1632 -0.27
S 0.04293 2.57734 -5.82320 0.0234 2.9750 -0.6675 0.54
O -0.70696 3.82298 -5.76829 0.2611 -1.8160 -0.8196 -0.29
O 0.93580 2.41783 -4.72729 0.7920 -1.0649 0.2178 -0.29
F -1.06252 1.42875 -5.56423 0.3091 0.1862 -0.7404 -0.19
S 1.10658 1.08327 -7.99924 -3.6559 2.3461 -1.3482 0.48
O 1.03461 -0.16902 -7.38440 -0.9586 -1.2091 1.5211 -0.27
O 2.22092 1.34901 -8.76487 2.9105 0.4485 -2.3992 -0.22
F -0.20819 1.11782 -9.04667 1.4201 -0.6928 0.8250 -0.23
N -5.89598 -3.27750 -5.35186 0.2778 1.4189 2.5706 -0.26
S -6.03341 -1.99606 -4.33392 -1.5835 0.6158 -2.6274 0.50
O -7.31232 -1.95451 -3.65163 0.4222 0.3196 -1.0012 -0.30
O -5.45224 -0.79092 -4.90994 -1.4300 -0.3404 -0.7414 -0.31
F -5.08115 -2.08542 -3.17858 2.1856 -1.0050 2.8945 -0.17
S -4.90071 -4.38927 -4.76394 -0.4454 4.3164 0.3248 0.45
O -4.94039 -5.45767 -5.60390 0.2830 -3.9144 -2.5884 -0.19
O -4.91321 -4.52259 -3.35733 0.1626 -0.7007 1.1384 -0.29
F -3.50402 -3.62341 -5.02947 0.2195 -0.4361 0.1738 -0.20
N 4.37890 -1.70672 -2.80678 -1.9082 -1.2499 -2.1461 -0.33
S 5.58753 -1.06655 -2.13081 1.5250 -0.7624 0.0642 0.56
O 6.15585 0.09763 -2.84091 -0.4808 -1.9841 1.3915 -0.33
O 6.37241 -2.15510 -1.56667 0.2292 2.5530 -0.1160 -0.27
F 4.80487 -0.30123 -0.89196 0.7306 -0.6188 -0.9169 -0.23
S 4.47670 -2.97954 -3.89630 -2.3903 3.3108 2.7586 0.59
O 4.39321 -4.25968 -3.31882 -0.4943 -0.4495 0.1766 -0.22
O 5.36053 -2.71001 -4.94127 0.9267 0.3619 -1.7306 -0.23
F 2.92925 -2.57925 -4.45031 1.7001 -0.9759 0.2258 -0.24
N -3.08611 2.25882 -0.62903 1.0392 -0.2692 -0.2141 -0.31
S -2.57522 3.11830 -1.80298 -3.1898 2.0249 -3.6254 0.53
O -2.46225 4.49735 -1.38972 0.0645 -1.3219 -0.7767 -0.27
O -3.17128 2.78467 -3.15882 1.2324 0.8227 3.7054 -0.33
F -1.14268 2.61909 -1.95213 1.6361 -0.5098 -0.0408 -0.14
S -4.44273 1.55485 -0.44499 1.4874 0.3785 -0.3895 0.39
O -4.44334 0.20051 -0.82512 0.5294 -2.4603 -0.0546 -0.28
O -5.58837 2.24314 -0.82738 -2.4040 1.9871 -0.7868 -0.24
F -4.37821 1.62420 1.07902 -0.5290 -0.6114 1.7694 -0.13
N 2.09036 -2.94773 2.47942 0.3824 0.3098 1.4367 -0.30
S 3.08139 -3.77116 1.55851 -3.5168 -2.1764 -1.4764 0.46
O 2.42872 -3.86855 0.23984 1.3742 0.8054 2.0407 -0.30
O 3.59372 -4.96231 2.11946 0.3224 -0.5060 0.4485 -0.25
F 4.27630 -2.85673 1.42769 1.5882 1.6469 -0.4984 -0.12
S 2.04264 -2.77548 4.08478 -1.3672 -2.4730 -2.7583 0.47
O 1.67226 -3.87901 4.91503 0.9041 -0.1864 -0.4609 -0.26
O 1.21696 -1.64886 4.24616 -1.0143 2.6345 0.8767 -0.32
F 3.46782 -2.35683 4.52164 1.1970 0.3206 0.3187 -0.16
N 5.61549 2.92479 2.52256 1.3150 0.1215 -0.6392 -0.30
S 6.54035 4.22764 2.90624 -0.0095 -3.0812 0.5165 0.54
O 6.36010 5.31681 2.01309 0.4595 0.5750 -0.3485 -0.29
O 7.81712 3.84734 3.47383 -1.4185 0.8986 -0.8860 -0.27
F 5.65820 4.63408 4.18168 0.1641 -0.0542 -0.1670 -0.20
S 5.86628 1.91406 1.24615 -3.2820 5.2228 3.0072 0.52
O 5.45523 0.67823 1.70326 -0.8091 -3.4246 0.3843 -0.27
O 6.98727 2.10159 0.46557 2.3708 0.5739 -2.1188 -0.22
F 4.54306 2.49727 0.34272 1.5520 -1.0048 0.3417 -0.24
```
Forces are in eV/Å.

Results
- Kohn-Sham gap (eV) = 5.748
- max |F| (eV/Å) = 6.9
- charge = +4
- E_LUMO (eV) = -8.746